DFT (ωB97M-V/def2-TZVPD) results for a 2-piece molecular cluster, C28H27F3N4O5 overall at a distorted geometry.

Last column: natural (NBO) charge in e.
CARTESIAN COORDINATES (ANGSTROEM)
1 C -4.476 0.790 -0.006  -0.251
2 O -3.290 0.200 -0.551  -0.497
3 C -2.906 -1.057 -0.125  0.377
4 C -3.527 -1.746 0.940  -0.301
5 C -3.074 -3.006 1.342  -0.214
6 C -1.992 -3.598 0.693  -0.197
7 C -1.356 -2.926 -0.359  -0.109
8 C -0.204 -3.473 -1.056  0.637
9 O 0.260 -4.577 -0.815  -0.604
10 N 0.382 -2.753 -2.054  -0.581
11 C -0.093 -1.500 -2.407  0.428
12 C 0.575 -0.703 -3.461  -0.012
13 C 1.814 -1.085 -4.012  -0.215
14 C 2.429 -0.311 -5.002  -0.171
15 C 1.832 0.872 -5.472  -0.133
16 C 2.513 1.693 -6.554  0.976
17 F 3.832 1.846 -6.256  -0.321
18 F 1.960 2.930 -6.674  -0.320
19 F 2.395 1.044 -7.741  -0.319
20 C 0.595 1.255 -4.926  -0.189
21 C -0.018 0.482 -3.938  -0.172
22 N -1.147 -0.997 -1.805  -0.477
23 C -1.808 -1.667 -0.775  0.075
24 H -4.363 0.976 1.066  0.174
25 H -4.666 1.748 -0.499  0.207
26 H -5.344 0.143 -0.172  0.179
27 H -4.370 -1.319 1.471  0.224
28 H -3.565 -3.529 2.158  0.221
29 H -1.636 -4.579 1.002  0.237
30 H 1.263 -3.093 -2.408  0.428
31 H 2.326 -1.981 -3.677  0.210
32 H 3.385 -0.630 -5.410  0.231
33 H 0.095 2.161 -5.260  0.235
34 H -0.974 0.813 -3.537  0.250
35 C -0.091 -2.561 3.687  -0.420
36 N 0.855 -2.735 2.586  -0.608
37 C 1.501 -1.778 1.914  0.677
38 O 2.254 -2.096 0.999  -0.649
39 C 1.231 -0.291 2.218  -0.139
40 C 0.109 0.220 1.308  -0.439
41 C -0.424 1.606 1.612  0.040
42 C 0.270 2.749 1.168  -0.193
43 C -0.248 4.033 1.421  -0.268
44 C -1.468 4.177 2.111  0.303
45 O -1.967 5.420 2.342  -0.668
46 C -2.169 3.034 2.554  -0.285
47 C -1.643 1.751 2.303  -0.221
48 N 2.441 0.519 2.047  -0.598
49 C 3.337 0.702 3.014  0.682
50 C 4.579 1.478 2.646  -0.706
51 O 3.192 0.279 4.154  -0.640
52 H 0.406 -2.074 4.529  0.210
53 H -0.939 -1.953 3.366  0.195
54 H -0.458 -3.536 4.013  0.217
55 H 1.070 -3.674 2.284  0.415
56 H 0.894 -0.196 3.250  0.234
57 H -0.718 -0.479 1.403  0.218
58 H 0.446 0.189 0.271  0.220
59 H 1.193 2.641 0.619  0.205
60 H 0.271 4.915 1.079  0.225
61 H -2.776 5.396 2.853  0.482
62 H -3.102 3.141 3.084  0.204
63 H -2.180 0.874 2.634  0.209
64 H 2.660 0.846 1.123  0.397
65 H 5.145 0.912 1.909  0.229
66 H 5.184 1.622 3.541  0.244
67 H 4.296 2.447 2.239  0.220

Forces on the atoms, in the same order (eV/Å):
0.14 -0.42 0.15
0.14 -0.59 0.08
-1.01 0.45 0.69
0.33 0.45 -0.64
0.73 -0.20 -0.58
-0.18 -0.11 0.32
-0.84 0.82 0.28
0.73 -2.28 0.49
-0.15 0.04 0.33
-0.25 2.00 -0.68
-1.77 0.15 1.58
0.53 0.36 -0.66
-0.28 0.48 -0.21
-0.21 0.23 -0.02
-0.48 -0.34 0.73
-0.38 -0.33 0.66
-0.74 0.03 -0.63
0.56 -0.90 -0.16
0.41 0.74 0.42
0.30 -0.30 0.03
0.17 -0.08 -0.08
0.78 0.08 -0.77
0.84 0.07 -0.77
0.01 -0.03 -0.02
0.40 -0.29 -0.09
0.07 -0.02 0.03
0.07 0.12 -0.16
0.05 0.13 -0.13
0.01 0.21 -0.16
-0.14 -0.24 0.06
-0.03 0.12 -0.06
-0.16 0.07 0.09
0.18 -0.16 0.01
0.23 -0.23 0.03
0.41 0.26 -0.19
-0.82 -0.37 0.92
0.69 0.15 -1.16
0.03 0.47 0.02
0.26 0.22 0.31
-0.12 0.20 0.03
0.01 0.07 0.10
-1.33 0.38 0.74
-0.42 -0.63 0.22
-0.08 -1.28 0.13
0.57 0.51 -0.37
1.14 -0.33 -0.60
0.67 1.22 -0.38
-1.37 -0.52 -0.74
0.96 -0.01 1.58
-0.15 -0.01 0.00
-0.29 -0.13 -0.22
-0.14 -0.05 0.05
-0.09 -0.07 0.09
0.08 0.13 -0.13
0.01 0.12 -0.11
0.23 0.16 0.10
-0.11 -0.20 -0.12
0.03 -0.15 -0.11
0.04 0.05 -0.06
0.01 0.09 0.00
-0.17 -0.25 0.11
-0.18 0.06 0.10
-0.05 -0.11 0.03
0.01 -0.16 -0.10
0.10 0.09 -0.12
-0.11 -0.05 -0.11
0.13 0.10 -0.16

Output
SMILES string: COc1cccc2c(=O)[nH]c(-c3ccc(C(F)(F)F)cc3)nc12.CNC(=O)[C@H](Cc1ccc(O)cc1)NC(C)=O
E_tot, hartree: -1978.10360
Total charge: 0